1 | 12
Properties=species:S:1:pos:R:3 method="wB97M-V/def2-TZVPD" lumo_energy_ev=-6.227 charge=+1 homo_energy_ev=-13.02
H -0.47 1.57 -1.90
N 0.39 1.57 -1.33
N 0.63 0.59 -0.67
C 0.06 -0.67 -0.47
C 1.71 0.72 0.36
S 3.34 1.62 -0.04
C 3.10 0.00 0.47
S 3.70 -1.51 0.36
H 0.76 -1.46 -0.72
H -0.89 -0.76 -1.04
H -0.24 -0.94 0.59
H 1.23 0.90 1.25



2 | 12
Properties=species:S:1:pos:R:3 method="wB97M-V/def2-TZVPD" lumo_energy_ev=-6.027 charge=+1 homo_energy_ev=-14.01
C 0.05 0.72 -1.72
C -0.12 -2.13 2.14
C -0.05 0.51 0.69
N 1.33 0.98 -1.66
N -0.59 0.25 -0.53
S -1.21 -2.83 3.01
S 1.04 -1.32 1.37
H -0.58 0.92 -2.50
H -0.81 0.57 1.41
H 0.62 1.33 0.70
H 1.70 1.41 -2.45
H -1.37 -0.41 -0.47



The structure with the greatest stability is 2.



1 | 20
Properties=species:S:1:pos:R:3 method="wB97M-V/def2-TZVPD" lumo_energy_ev=-2.940 charge=+1 homo_energy_ev=-13.81 smiles=C[C@@H]1C[N@H+](C)[C@H]1N
C -0.10 -1.02 -2.00
C -0.69 -0.78 -0.66
C -1.12 0.70 -0.28
N -0.17 0.74 0.90
C 0.86 1.85 0.84
C 0.41 -0.75 0.46
N 0.31 -1.63 1.47
H 0.17 -2.10 -2.13
H 0.81 -0.54 -2.09
H -0.71 -0.77 -2.88
H -1.52 -1.49 -0.42
H -0.83 1.23 -1.16
H -2.08 0.89 0.17
H -0.65 0.76 1.84
H 1.34 2.03 -0.10
H 0.28 2.72 1.10
H 1.47 1.84 1.76
H 1.38 -0.62 0.02
H 1.01 -2.40 1.62
H -0.59 -1.91 2.01



2 | 20
Properties=species:S:1:pos:R:3 method="wB97M-V/def2-TZVPD" lumo_energy_ev=-3.553 charge=+1 homo_energy_ev=-12.99 smiles=C[C@]1(N)C[C@]1(C)[NH3+]
C -1.73 -1.20 0.33
C -1.02 0.05 -0.19
N -1.66 1.24 0.07
C -0.14 -0.15 -1.41
C 0.68 0.16 -0.18
C 1.18 1.46 0.26
N 1.44 -0.95 0.38
H -1.82 -1.08 1.38
H -1.32 -2.15 0.08
H -2.72 -1.08 -0.06
H -2.27 1.60 -0.65
H -1.14 1.89 0.63
H -0.16 -1.05 -1.95
H -0.18 0.52 -2.26
H 2.27 1.49 0.27
H 1.04 1.55 1.41
H 1.00 2.38 -0.34
H 0.79 -1.82 0.32
H 1.85 -0.65 1.25
H 2.22 -1.17 -0.20



The structure with the greatest stability is 1.



1 | 20
Properties=species:S:1:pos:R:3 method="wB97M-V/def2-TZVPD" lumo_energy_ev=-3.657 charge=+1 homo_energy_ev=-13.14 smiles="C=C([NH3+])C[C@H](C)N"
C -1.56 -0.25 1.82
C -0.60 -0.69 1.04
N 0.65 -1.22 1.66
C -0.55 -0.51 -0.43
C 0.56 0.39 -0.94
C 0.36 1.87 -0.67
N 0.76 0.17 -2.40
H -1.46 -0.32 2.90
H -2.41 0.24 1.38
H 0.76 -2.24 1.53
H 1.44 -0.87 1.12
H 0.60 -0.97 2.65
H -0.62 -1.48 -0.94
H -1.43 -0.05 -0.87
H 1.58 0.12 -0.61
H -0.61 2.28 -1.00
H 0.35 2.17 0.39
H 1.08 2.50 -1.19
H 1.35 0.91 -2.77
H -0.11 0.39 -2.84



2 | 20
Properties=species:S:1:pos:R:3 method="wB97M-V/def2-TZVPD" lumo_energy_ev="-3.904 / -3.903" charge=+1 homo_energy_ev="-12.02 / -12.02"
C 1.10 0.52 1.28
C -1.36 -0.10 0.17
C -1.37 0.90 -0.92
C -2.48 -0.96 0.53
C 2.22 0.12 -0.95
N -0.22 -0.34 0.85
N 2.20 -0.16 0.58
H 1.06 1.43 0.66
H -2.38 1.12 -1.42
H -0.68 0.60 -1.65
H -0.98 1.85 -0.48
H -2.18 -1.98 0.72
H -3.17 -1.04 -0.40
H -3.14 -0.69 1.34
H 3.23 -0.13 -1.37
H 1.37 -0.47 -1.34
H 1.89 1.23 -1.01
H -0.37 -1.12 1.62
H 3.03 0.32 0.78
H 2.22 -1.11 0.99



3 | 20
Properties=species:S:1:pos:R:3 method="wB97M-V/def2-TZVPD" lumo_energy_ev=-7.743 charge=+1 homo_energy_ev=-14.04
C -2.54 0.26 1.02
C -1.33 -0.26 0.24
C -0.24 0.80 -0.03
C 0.88 0.32 -0.89
C 2.28 0.34 -0.25
N 2.76 -0.60 0.78
N -1.75 -0.75 -1.08
H -2.25 0.69 1.99
H -3.05 1.03 0.44
H -3.30 -0.55 1.17
H -0.82 -1.07 0.80
H -0.79 1.65 -0.58
H 0.10 1.15 0.95
H 0.94 0.73 -1.95
H 2.98 0.28 -1.11
H 2.37 -0.59 1.70
H 2.99 -1.54 0.46
H -2.09 -1.70 -1.01
H 2.42 1.32 0.20
H -0.87 -0.78 -1.61



4 | 20
Properties=species:S:1:pos:R:3 method="wB97M-V/def2-TZVPD" lumo_energy_ev=-8.135 charge=+1 homo_energy_ev=-13.87
N 0.46 -1.18 -0.93
C 0.35 -0.36 0.10
C -0.92 0.55 0.26
C -1.40 1.02 -1.08
C -1.62 2.28 -1.33
C 0.63 -1.27 1.49
N 1.89 -1.86 1.29
H -0.41 -1.73 -1.04
H 1.20 0.32 0.21
H 2.14 -2.05 0.33
H 1.81 5.06 -0.44
H -0.68 1.36 0.93
H -1.73 -0.02 0.73
H -1.58 0.27 -1.84
H -1.51 3.03 -0.56
H -1.97 2.55 -2.33
H 0.62 -0.58 2.33
H -0.22 -1.95 1.53
H 1.79 4.57 -1.01
H 2.37 -2.26 2.08



The structure with the greatest stability is 1.



1 | 4
Properties=species:S:1:pos:R:3 method="wB97M-V/def2-TZVPD" lumo_energy_ev="-2.862 / -2.865" charge=0 homo_energy_ev="-9.40 / -9.40"
O -0.97 -0.71 0.81
S 2.14 0.26 -1.21
Br 0.46 0.64 -0.03
H -1.64 -0.19 0.43



2 | 4
Properties=species:S:1:pos:R:3 method="wB97M-V/def2-TZVPD" lumo_energy_ev=-1.035 charge=0 homo_energy_ev=-9.33 smiles=OSBr
O 0.58 0.31 -0.58
S 2.11 -0.97 -0.17
Br 3.69 0.27 0.03
H 0.28 0.57 0.41



The structure with the greatest stability is 2.



1 | 7
Properties=species:S:1:pos:R:3 method="wB97M-V/def2-TZVPD" lumo_energy_ev=-0.091 charge=0 homo_energy_ev=-9.75 smiles=N#CN(S)S
N 2.03 0.37 1.31
C 1.29 0.01 0.51
N 0.06 -0.05 -0.21
S -0.55 1.55 -0.30
S -0.87 -1.43 -0.33
H -1.55 1.32 0.60
H -0.41 -1.78 -1.59



2 | 7
Properties=species:S:1:pos:R:3 method="wB97M-V/def2-TZVPD" lumo_energy_ev="-0.538 / -0.533" charge=0 homo_energy_ev="-7.65 / -7.65"
C -0.11 -0.36 -0.32
N 0.82 -1.09 0.05
N -1.31 0.02 -0.04
S 1.83 1.43 0.03
S 2.33 -0.49 0.13
H -1.68 0.03 0.90
H -1.87 0.46 -0.76



3 | 7
Properties=species:S:1:pos:R:3 method="wB97M-V/def2-TZVPD" lumo_energy_ev=-1.068 charge=0 homo_energy_ev=-8.01 smiles="NC(=S)N=S"
N 1.10 -0.03 0.17
C -0.06 -0.46 -0.17
S -0.73 -1.91 -0.10
N -1.00 1.02 -0.59
S -2.33 0.96 0.10
H 1.34 0.83 -0.30
H 1.69 -0.40 0.90



The structure with the greatest stability is 2.



1 | 20
Properties=species:S:1:pos:R:3 method="wB97M-V/def2-TZVPD" lumo_energy_ev=1.191 charge=0 homo_energy_ev=-8.38 smiles=CCN1CCCC1
C 2.19 -1.34 -0.44
C 1.05 -0.61 -1.14
N -0.12 -0.32 -0.34
C -0.87 0.82 -0.85
C -1.93 1.08 0.24
C -1.37 0.40 1.49
C 0.05 -0.03 1.07
H 3.13 -1.12 -0.93
H 2.08 -2.43 -0.43
H 2.29 -1.04 0.60
H 1.46 0.29 -1.65
H 0.74 -1.16 -2.04
H -1.30 0.56 -1.81
H -0.25 1.72 -1.05
H -2.84 0.58 -0.10
H -2.21 2.13 0.34
H -1.96 -0.46 1.79
H -1.26 1.05 2.36
H 0.35 -0.92 1.62
H 0.77 0.78 1.26



2 | 20
Properties=species:S:1:pos:R:3 method="wB97M-V/def2-TZVPD" lumo_energy_ev=0.831 charge=0 homo_energy_ev=-8.61 smiles="C=CCC[C@H](C)N"
C -0.18 -2.42 -1.44
C 0.41 -1.80 -0.39
C 1.29 -0.60 -0.57
C 0.50 0.75 -0.54
C -0.56 0.72 0.56
C -1.27 2.06 0.67
N -0.15 0.34 1.94
H -1.11 -2.97 -1.34
H 0.47 -2.55 -2.29
H 0.57 -2.46 0.49
H 2.18 -0.57 0.06
H 1.56 -0.67 -1.64
H 0.01 0.90 -1.51
H 1.05 1.69 -0.48
H -1.35 0.01 0.31
H -2.04 2.04 1.43
H -0.62 2.89 0.98
H -1.70 2.33 -0.31
H 0.28 -0.58 1.87
H 0.66 0.90 2.21



The structure with the greatest stability is 1.



1 | 20
Properties=species:S:1:pos:R:3 method="wB97M-V/def2-TZVPD" lumo_energy_ev=1.039 charge=0 homo_energy_ev=-9.14 smiles="C=C(C)C[C@H](C)N"
C -1.79 1.55 1.13
C -0.74 0.77 1.01
C 0.48 0.84 1.89
C -0.70 -0.28 -0.12
C 0.65 -0.45 -0.85
C 0.36 -0.78 -2.28
N 1.60 -1.36 -0.22
H -2.71 1.53 0.55
H -2.00 2.27 1.93
H 1.36 1.08 1.29
H 0.59 -0.13 2.36
H 0.50 1.76 2.49
H -1.59 -0.12 -0.74
H -1.05 -1.19 0.40
H 1.08 0.56 -0.83
H 1.24 -0.96 -2.92
H -0.36 -1.58 -2.50
H 0.02 0.05 -2.92
H 1.56 -2.34 -0.46
H 1.49 -1.20 0.78



2 | 20
Properties=species:S:1:pos:R:3 method="wB97M-V/def2-TZVPD" lumo_energy_ev=1.005 charge=0 homo_energy_ev=-8.63 smiles="C=CC=C.CCN"
C 1.19 -0.51 2.37
C 1.37 -0.83 1.04
C 1.67 -2.20 0.62
C 2.03 -2.60 -0.63
H 1.35 -1.29 3.13
H 0.93 0.53 2.65
H 1.33 -0.02 0.29
H 1.71 -2.95 1.45
H 2.33 -3.63 -0.79
H 2.10 -1.86 -1.41
C -2.61 1.11 -1.12
C -1.39 1.54 -0.30
N -0.24 1.90 -1.15
H -2.46 0.13 -1.62
H -3.54 1.00 -0.54
H -2.80 1.84 -1.93
H -1.72 2.30 0.43
H -1.05 0.66 0.29
H -0.56 2.28 -2.05
H 0.37 2.59 -0.72



The structure with the greatest stability is 1.



1 | 20
Properties=species:S:1:pos:R:3 method="wB97M-V/def2-TZVPD" lumo_energy_ev=1.076 charge=0 homo_energy_ev=-8.68 smiles=C[C@H]1N(C)C1(C)C
C -0.54 -1.50 -1.65
C 0.34 -0.85 -0.59
N 0.75 0.59 -0.59
C 1.98 0.93 0.12
C -0.30 0.13 0.31
C -0.15 0.13 1.82
C -1.61 0.73 -0.15
H -0.15 -2.45 -2.03
H -1.52 -1.74 -1.21
H -0.73 -0.84 -2.50
H 1.22 -1.40 -0.32
H 1.78 1.82 0.73
H 2.34 0.15 0.81
H 2.79 1.18 -0.58
H -1.04 -0.32 2.26
H 0.72 -0.42 2.18
H -0.08 1.16 2.19
H -1.61 0.84 -1.23
H -1.68 1.73 0.28
H -2.49 0.15 0.16



2 | 20
Properties=species:S:1:pos:R:3 method="wB97M-V/def2-TZVPD" lumo_energy_ev=1.101 charge=0 homo_energy_ev=-7.71 smiles="CCC(=CN)CC"
C -0.78 -0.80 2.05
C -0.88 0.25 0.92
C 0.46 0.45 0.19
C 0.48 1.57 -0.58
N -0.61 2.35 -1.03
C 1.32 -0.68 -0.20
C 0.73 -1.39 -1.47
H -0.38 -1.76 1.74
H -0.46 -0.42 3.02
H -1.83 -1.06 2.26
H -1.59 -0.15 0.17
H -1.29 1.20 1.23
H 1.30 1.60 -1.30
H -0.57 3.32 -1.28
H -1.36 2.19 -0.38
H 2.34 -0.46 -0.50
H 1.38 -1.44 0.59
H 1.32 -1.05 -2.32
H -0.33 -1.24 -1.73
H 0.76 -2.48 -1.38



3 | 20
Properties=species:S:1:pos:R:3 method="wB97M-V/def2-TZVPD" lumo_energy_ev=0.839 charge=0 homo_energy_ev=-8.04
C 1.24 1.09 0.27
C -0.09 0.66 -0.32
C -1.33 1.09 0.39
C -1.38 1.76 1.53
N -0.13 0.49 -1.69
H -1.07 0.60 -2.06
H -2.25 0.80 -0.11
H 2.05 0.77 -0.37
H 1.26 2.18 0.33
H 1.38 0.68 1.27
H -2.34 2.01 1.98
H -0.50 2.04 2.08
C -0.13 -1.06 -0.47
C 1.10 -1.82 -0.91
H 1.67 -1.21 -1.61
H -1.10 -1.43 -0.79
H -0.45 -1.51 0.91
H -0.51 -2.37 1.07
H 0.84 -2.74 -1.43
H 1.74 -2.04 -0.06



The structure with the greatest stability is 1.



1 | 20
Properties=species:S:1:pos:R:3 method="wB97M-V/def2-TZVPD" lumo_energy_ev=1.053 charge=0 homo_energy_ev=-8.30 smiles="C/C=C/C[C@H](C)N"
C 2.22 2.48 0.66
C 1.23 1.49 0.95
C 0.63 0.72 -0.01
C -0.87 0.30 0.07
C -1.08 -1.31 0.09
C -0.30 -2.09 -1.02
N -2.42 -1.80 -0.23
H 1.79 3.40 0.16
H 2.99 2.15 -0.08
H 2.68 2.89 1.59
H 1.09 1.18 2.06
H 1.08 0.53 -0.92
H -1.38 0.65 -0.93
H -1.14 0.75 1.06
H -0.48 -1.62 0.91
H -0.72 -1.60 -2.00
H -0.59 -3.16 -0.94
H 0.83 -2.13 -0.85
H -2.59 -1.40 -1.19
H -2.96 -1.42 0.61



2 | 20
Properties=species:S:1:pos:R:3 method="wB97M-V/def2-TZVPD" lumo_energy_ev=1.078 charge=0 homo_energy_ev=-8.82 smiles=C[C@H]1N(C)C1(C)C
C 0.25 -2.26 -0.35
C 0.05 -0.91 0.30
N 0.99 0.17 0.12
C 1.50 0.64 1.38
C -0.39 0.40 -0.32
C -1.41 1.19 0.47
C -0.43 0.71 -1.81
H 1.08 -2.79 0.15
H -0.66 -2.86 -0.22
H 0.48 -2.23 -1.42
H -0.16 -0.95 1.41
H 1.62 1.74 1.35
H 0.84 0.23 2.21
H 2.50 0.21 1.52
H -2.42 0.78 0.30
H -1.22 1.14 1.55
H -1.44 2.25 0.17
H 0.35 0.17 -2.36
H -0.25 1.78 -1.97
H -1.40 0.49 -2.27



The structure with the greatest stability is 2.



1 | 20
Properties=species:S:1:pos:R:3 method="wB97M-V/def2-TZVPD" lumo_energy_ev=1.182 charge=0 homo_energy_ev=-8.16 smiles="CCCC/C=C/N"
C 1.37 -0.41 -2.17
C 0.10 -1.24 -1.81
C 0.22 -1.85 -0.38
C 0.37 -0.77 0.72
C -0.64 0.32 0.80
C -0.35 1.41 1.51
N -1.16 2.56 1.63
H 2.26 -0.96 -1.90
H 1.26 -0.14 -3.22
H 1.28 0.53 -1.63
H -0.79 -0.63 -1.88
H 0.02 -2.10 -2.49
H 1.07 -2.51 -0.31
H -0.76 -2.34 -0.26
H 0.42 -1.40 1.63
H 1.39 -0.40 0.62
H -1.62 0.16 0.36
H 0.56 1.59 2.07
H -1.41 2.80 2.58
H -1.96 2.59 1.00



2 | 20
Properties=species:S:1:pos:R:3 method="wB97M-V/def2-TZVPD" lumo_energy_ev=1.007 charge=0 homo_energy_ev=-7.92 smiles="CCC/C(C)=C/N"
C -0.04 -2.82 -0.95
C -0.71 -1.52 -0.46
C 0.31 -0.36 -0.74
C 0.05 0.77 0.30
C 0.83 0.75 1.57
C -0.56 1.89 -0.13
N -0.18 3.23 0.25
H 0.66 -3.18 -0.19
H 0.56 -2.64 -1.84
H -0.61 -3.74 -1.09
H -1.66 -1.43 -1.00
H -0.89 -1.49 0.60
H 0.27 0.12 -1.71
H 1.28 -0.77 -0.47
H 1.51 1.56 1.84
H 0.28 0.69 2.52
H 1.37 -0.21 1.60
H -1.24 1.90 -0.98
H -0.55 3.34 1.19
H -0.66 3.92 -0.31



3 | 20
Properties=species:S:1:pos:R:3 method="wB97M-V/def2-TZVPD" lumo_energy_ev=1.184 charge=0 homo_energy_ev=-7.71 smiles="CCC/C=C/NC"
C 2.89 -1.27 -1.05
C 1.69 -2.00 -0.29
C 0.96 -0.90 0.48
C -0.19 -0.11 -0.42
C -1.21 0.36 0.34
N -2.02 1.50 -0.16
C -2.44 2.33 0.97
H 3.47 -0.60 -0.41
H 2.54 -0.58 -1.92
H 3.60 -2.03 -1.57
H 1.10 -2.46 -0.99
H 1.93 -2.82 0.38
H 0.48 -1.38 1.41
H 1.56 -0.15 0.97
H -0.21 -0.34 -1.49
H -1.38 -0.03 1.41
H -1.55 1.92 -0.95
H -2.96 1.70 1.80
H -1.55 2.67 1.47
H -3.12 3.14 0.82



4 | 20
Properties=species:S:1:pos:R:3 method="wB97M-V/def2-TZVPD" lumo_energy_ev=1.204 charge=0 homo_energy_ev=-7.80 smiles="CC/C=C/NCC"
C 3.38 -0.16 1.29
C 2.54 -0.08 0.01
C 1.09 -0.44 0.18
C 0.12 0.17 -0.49
N -1.18 -0.33 -0.63
C -2.27 0.64 -0.63
C -3.62 -0.02 -0.42
H 3.91 0.78 1.48
H 2.76 -0.25 2.18
H 4.10 -0.97 1.30
H 3.04 -0.70 -0.76
H 2.57 0.93 -0.39
H 0.84 -1.42 0.59
H 0.27 1.11 -1.02
H -1.31 -1.19 -0.12
H -2.13 1.45 0.10
H -2.25 1.11 -1.62
H -4.41 0.53 -0.91
H -3.85 -0.09 0.65
H -3.62 -1.05 -0.78



The structure with the greatest stability is 1.



1 | 24
Properties=species:S:1:pos:R:3 method="wB97M-V/def2-TZVPD" lumo_energy_ev=-7.477 charge=+2 homo_energy_ev=-16.85
C 0.18 -2.43 0.85
C 0.93 -1.19 0.85
C -3.23 0.24 -0.14
C 1.94 0.92 0.12
C 0.24 -0.20 -1.36
C 1.09 -0.21 -0.08
N -3.78 0.97 -0.99
N 1.79 1.65 1.26
N -2.78 -0.26 0.82
N 2.68 1.36 -0.86
H -0.64 -2.33 1.57
H 0.98 -3.07 1.16
H 1.59 -0.98 1.76
H -0.83 -0.08 -1.05
H 0.26 -0.96 -2.10
H 0.47 0.83 -1.72
H -4.50 1.59 -0.69
H -3.47 0.97 -1.98
H 1.29 1.37 2.11
H 2.52 2.35 1.54
H -0.23 -2.57 -0.15
H -2.60 -0.89 1.52
H 2.94 0.71 -1.61
H 3.16 2.22 -0.82



2 | 24
Properties=species:S:1:pos:R:3 method="wB97M-V/def2-TZVPD" lumo_energy_ev=-7.415 charge=+2 homo_energy_ev=-17.11
C -1.31 -1.49 2.70
C -0.18 0.67 -0.58
C 1.12 1.56 -3.40
C -0.07 3.53 -2.29
C 1.41 -3.53 2.31
C -0.13 2.08 -2.70
N -1.72 -1.66 3.89
N -0.31 -2.03 2.02
N -0.19 1.30 -1.53
N 0.16 -3.28 2.38
H -1.83 -0.58 2.16
H 0.06 0.11 0.27
H 0.97 0.48 -3.58
H 1.99 1.84 -2.82
H 1.33 1.95 -4.37
H 0.44 4.05 -3.11
H 0.64 3.66 -1.43
H -0.94 4.10 -2.11
H 1.65 -4.66 2.14
H -2.39 -0.97 4.34
H 2.11 -2.74 2.05
H -1.06 1.85 -3.40
H -1.19 -2.26 4.64
H -0.57 -4.00 2.42



The structure with the greatest stability is 1.